(1)
The following is a DFT calculation (ωB97M-V with the def2-TZVPD basis set) of a structure of composition C43H50BN12O5PrS at a distorted geometry.

E_HOMO (alpha / beta) in eV: -7.568 / -7.568
E_tot in hartree: -3641.94251
Spin multiplicity: 3

XYZ file:
```
113
Properties=species:S:1:pos:R:3:forces:R:3
Pr 1.373 -1.859 -0.157 0.033 1.741 -0.514
B 0.413 -0.234 -4.120 -1.043 -0.847 -0.450
N -0.085 0.462 -2.833 -1.386 1.908 2.098
C -0.686 1.685 -2.805 0.129 0.087 0.727
C -1.225 1.931 -1.506 1.319 -0.639 -2.234
C -0.925 0.791 -0.808 -0.391 -1.112 -0.247
N -0.267 -0.092 -1.591 0.604 -0.846 0.283
N 1.554 -1.226 -3.819 1.450 0.286 2.585
C 2.175 -2.000 -4.703 -0.550 -0.082 -1.247
C 3.475 -2.188 -4.323 0.843 -0.224 0.903
C 3.584 -1.548 -3.057 -0.092 0.075 -1.112
N 2.445 -0.968 -2.728 -1.535 -0.110 -1.308
H 0.771 0.581 -4.965 -0.150 -0.044 0.479
H -0.527 -0.933 -4.528 0.284 0.281 -0.139
H -0.702 2.319 -3.691 0.100 -0.280 0.308
H -1.607 2.811 -1.085 -0.726 1.012 0.073
H -1.381 0.536 0.170 1.023 -0.129 -0.615
H 1.657 -2.343 -5.625 0.466 0.485 0.858
H 4.249 -2.700 -4.862 0.049 -0.170 -0.035
H 4.461 -1.335 -2.458 -0.085 -0.468 0.155
C 4.635 3.924 -2.267 -0.513 0.342 0.755
O 3.502 4.153 -1.350 1.866 -0.344 -1.248
C 3.235 3.169 -0.485 -1.715 0.045 1.077
C 2.572 3.701 0.677 0.737 0.081 0.591
C 2.027 2.865 1.623 -0.869 0.228 -1.534
C 1.924 1.469 1.296 1.442 -0.376 -0.022
C 0.999 0.666 2.010 -0.914 -1.634 -0.065
C 0.178 1.306 3.134 1.103 0.781 -0.026
O 0.727 -0.564 1.726 0.514 2.365 0.562
C 2.855 0.897 0.248 -1.100 -0.207 2.770
O 3.185 -0.368 0.278 -0.950 0.947 -0.667
C 3.399 1.801 -0.656 0.786 0.420 -1.403
H 5.021 4.925 -2.480 -0.286 -0.147 -0.240
H 4.292 3.419 -3.194 0.387 0.121 0.712
H 5.444 3.420 -1.701 -0.570 -0.186 -0.587
H 2.590 4.796 0.811 -0.045 -0.743 -0.148
H 1.475 3.333 2.466 0.615 -0.616 -0.655
H -0.192 2.298 2.857 0.021 -0.235 -0.130
H 0.850 1.482 3.991 -0.206 -0.144 -0.184
H -0.660 0.743 3.475 -0.387 -0.818 -0.016
H 3.882 1.340 -1.536 -0.117 0.536 0.531
C 0.604 -5.502 -3.190 -0.396 -0.911 -1.136
C 0.574 -4.287 -2.495 0.913 0.467 0.935
N 1.465 -3.959 -1.547 0.559 -1.301 -0.900
C 2.432 -4.892 -1.199 -1.967 -1.025 -0.343
C 2.218 -6.260 -1.547 1.186 0.586 -1.224
C 1.406 -6.528 -2.706 -0.328 1.195 1.237
C 3.070 -7.281 -0.983 -0.460 -0.642 0.146
C 4.091 -7.013 -0.130 -0.520 2.629 -1.558
C 4.408 -5.599 0.097 -1.456 0.461 -0.109
C 5.443 -5.211 0.948 1.143 -0.566 -0.041
C 5.549 -3.897 1.285 0.879 0.804 0.498
C 4.613 -2.965 0.775 0.803 0.725 1.887
N 3.575 -3.231 0.043 1.004 -1.675 -0.883
C 3.543 -4.531 -0.373 -0.731 -1.404 0.628
H -0.034 -5.602 -4.125 0.883 -0.025 1.484
H -0.173 -3.532 -2.713 -0.003 0.028 -0.082
H 1.433 -7.523 -3.123 -0.147 -0.024 -0.155
H 2.811 -8.316 -1.232 0.213 0.349 0.036
H 4.776 -7.726 0.239 0.362 -0.829 0.445
H 6.212 -5.956 1.249 -0.814 0.567 0.088
H 6.352 -3.527 1.986 -1.007 -0.431 -1.012
H 4.700 -1.960 1.148 -0.085 0.442 -0.153
N -2.506 -2.532 7.046 -0.215 0.405 0.258
C -1.912 -2.884 5.857 0.851 0.522 -1.558
C -1.954 -1.945 4.784 -0.569 -1.491 1.567
C -1.457 -2.226 3.547 1.016 0.541 -1.026
C -0.832 -3.467 3.302 -0.326 -0.036 2.652
C -0.660 -4.379 4.381 0.297 1.207 -0.622
C -1.144 -4.036 5.634 -0.910 -0.556 1.243
S -0.096 -3.827 1.810 -0.265 -0.125 -0.563
O -0.316 -5.220 1.506 0.468 0.302 0.057
O 1.324 -3.391 1.926 -0.760 -0.221 -1.040
N -0.746 -2.812 0.756 1.169 -0.078 -1.016
C -2.058 -2.901 0.382 -0.789 -0.236 0.824
N -2.845 -3.579 1.252 -2.552 0.828 -2.422
C -4.193 -3.482 0.929 2.059 -0.437 1.176
C -4.722 -2.735 -0.114 -0.890 -0.350 0.214
C -3.774 -2.278 -1.008 0.840 0.573 -0.221
N -2.471 -2.291 -0.765 0.670 -0.975 0.685
H -2.854 -1.547 7.069 0.179 -1.879 0.491
H -2.769 -3.260 7.730 0.186 1.204 -0.696
H -2.540 -1.103 5.054 -0.211 1.202 -0.502
H -1.411 -1.402 2.789 -0.268 -1.197 0.518
H -0.007 -5.249 4.270 -0.541 0.141 -0.128
H -1.043 -4.689 6.518 0.262 0.035 -0.678
H -4.738 -4.120 1.608 -0.758 0.308 -0.021
H -5.809 -2.537 -0.277 1.131 -0.610 0.190
H -4.019 -1.889 -1.993 -0.274 0.201 0.201
C -4.132 6.530 -3.111 1.130 0.961 0.776
N -3.563 6.514 -1.745 -0.524 -0.693 -0.295
C -2.158 6.132 -1.658 -0.126 -1.196 1.004
C -4.227 7.424 -0.854 1.247 1.713 -0.495
C -3.815 7.468 0.635 -1.662 1.502 -0.117
N -3.519 6.201 1.156 0.949 -1.391 1.237
C -2.605 6.045 2.270 -0.695 -0.051 0.068
C -4.330 5.054 0.907 0.485 -2.229 -0.656
H -4.387 7.579 -3.440 0.491 -0.748 0.131
H -5.038 5.965 -3.214 -0.598 -0.460 0.231
H -3.383 6.076 -3.766 -0.221 0.264 -0.157
H -1.512 6.654 -2.356 0.206 0.346 -0.266
H -2.148 5.035 -1.936 0.470 1.042 0.342
H -1.688 6.228 -0.616 -1.070 -0.063 -1.431
H -5.286 7.208 -0.836 -0.419 -0.072 -0.461
H -4.073 8.475 -1.291 -0.622 -0.722 0.775
H -4.736 7.965 1.115 0.863 -0.436 -0.263
H -3.026 8.210 0.843 0.150 -0.673 -0.238
H -3.120 5.817 3.234 0.140 0.478 -0.349
H -1.996 6.936 2.343 0.080 0.216 0.299
H -1.926 5.202 2.139 0.111 -0.223 -0.382
H -4.870 4.533 1.751 0.111 1.259 -0.234
H -3.692 4.184 0.555 -0.133 0.799 0.255
H -4.979 5.172 0.045 -0.333 0.345 0.213
```
Positions in Å, forces in eV/Å.

(2)
The following is a DFT calculation (ωB97M-V with the def2-TZVPD basis set) of a structure of composition C43H50BrN4O8SiW at a distorted geometry.

Charge: -1
E_HOMO (alpha / beta) in eV: -4.694 / -5.675
E_tot in hartree: -5420.42319
Spin multiplicity: 3

XYZ file:
```
108
Properties=species:S:1:pos:R:3:forces:R:3
W -0.157 -1.936 -0.549 -0.426 1.552 -0.934
C -0.828 3.913 4.967 0.008 -0.013 -0.007
C 0.582 3.441 4.608 -0.007 -0.105 -0.037
C 1.348 4.619 3.988 0.010 0.035 0.061
C 1.271 2.986 5.904 -0.030 0.037 -0.021
C 0.557 2.288 3.602 -0.143 0.138 0.054
C -0.611 1.854 2.987 0.040 -0.084 -0.076
C -0.545 0.839 2.056 0.133 -0.257 -0.197
Br -2.137 0.293 1.183 -0.004 0.582 0.552
C 0.656 0.205 1.666 -0.426 0.307 0.206
O 0.614 -0.709 0.708 0.445 0.596 0.739
C 1.840 0.628 2.299 0.136 -0.101 -0.046
C 1.735 1.653 3.237 0.157 0.012 0.005
C 3.249 0.039 2.069 -0.221 0.075 0.013
C 3.729 -0.575 3.394 0.036 0.048 -0.007
C 4.192 1.165 1.615 -0.004 -0.047 0.007
C 3.298 -1.058 1.010 0.133 -0.070 -0.053
H -0.769 4.688 5.737 -0.011 -0.021 -0.046
H -1.429 3.089 5.363 0.011 0.073 -0.018
H -1.345 4.337 4.102 0.014 -0.039 0.048
H 1.374 5.468 4.681 0.016 -0.054 -0.040
H 0.860 4.942 3.064 0.043 -0.012 0.030
H 2.378 4.340 3.749 -0.059 0.022 0.010
H 1.284 3.805 6.631 0.023 -0.049 -0.039
H 2.301 2.670 5.729 -0.051 0.021 0.021
H 0.728 2.145 6.341 0.053 0.033 -0.001
H -1.578 2.291 3.190 0.067 0.012 0.061
H 2.655 1.977 3.711 -0.040 -0.013 -0.003
H 3.819 0.174 4.185 0.028 -0.036 -0.028
H 4.701 -1.058 3.258 -0.027 0.047 0.011
H 3.027 -1.340 3.733 0.043 0.003 -0.012
H 4.248 1.978 2.342 0.017 -0.015 -0.035
H 3.851 1.575 0.660 0.044 -0.006 0.033
H 5.201 0.767 1.471 -0.053 0.018 0.011
H 2.750 -1.934 1.352 0.019 0.062 -0.015
H 4.339 -1.360 0.857 -0.020 0.011 0.064
H 2.904 -0.725 0.052 0.037 -0.029 0.030
O -3.370 -3.880 0.884 -0.642 -0.552 0.047
C -2.542 -3.432 0.142 0.193 0.492 0.131
O -1.666 -2.525 0.489 -1.017 -0.675 0.953
C -2.381 -3.779 -1.300 -0.343 -0.175 0.106
C -3.216 -4.636 -1.978 -0.486 -0.300 0.192
C -3.010 -4.860 -3.327 -0.091 -0.100 0.076
C -1.954 -4.211 -3.934 0.094 0.009 -0.179
C -1.154 -3.380 -3.179 0.458 0.373 -0.249
N -1.360 -3.152 -1.880 -0.101 -0.630 -0.290
H -4.013 -5.111 -1.420 0.025 0.027 -0.042
H -3.642 -5.529 -3.896 -0.041 0.016 0.077
H -1.746 -4.350 -4.986 0.064 0.055 0.032
H -0.306 -2.867 -3.606 0.067 0.004 -0.053
O 3.743 -4.956 4.306 0.011 -0.138 -0.168
C 3.776 -5.370 3.132 0.105 -0.145 0.006
O 4.533 -6.168 2.548 -0.106 0.139 0.123
C 2.680 -4.752 2.230 0.313 -0.005 -0.051
C 1.564 -4.164 2.781 -0.286 0.065 0.096
C 0.644 -3.545 1.958 -0.569 -0.066 0.306
N 0.814 -3.422 0.642 0.733 -0.149 0.319
C 1.941 -3.933 0.111 -0.185 -0.142 0.042
C 2.837 -4.656 0.852 0.584 -0.297 -0.291
C 2.155 -3.489 -1.291 -0.649 0.246 0.055
O 3.087 -3.743 -1.994 0.837 -0.440 -0.307
O 1.171 -2.688 -1.700 1.164 -0.821 -1.022
H 1.445 -4.186 3.856 -0.047 0.036 -0.020
H -0.272 -3.118 2.340 -0.033 0.094 0.111
H 3.706 -5.098 0.378 0.000 0.083 0.076
C -2.784 -0.377 -4.554 0.013 0.057 0.033
C -1.783 0.735 -4.207 -0.019 0.027 -0.170
C -2.342 2.046 -4.782 0.060 -0.010 0.138
C -0.450 0.420 -4.893 -0.010 0.065 0.132
Si -1.591 0.851 -2.305 -0.138 -0.200 0.238
O -0.811 -0.437 -1.709 -0.257 0.161 -0.470
C -3.364 0.886 -1.646 -0.071 -0.082 -0.034
C -4.046 2.043 -1.267 -0.068 -0.036 -0.104
C -5.355 1.988 -0.797 0.085 0.026 -0.050
C -6.012 0.769 -0.700 0.051 0.004 0.032
C -5.343 -0.399 -1.045 0.056 -0.012 -0.030
C -4.035 -0.336 -1.507 -0.097 0.130 0.028
C -0.698 2.418 -1.765 -0.080 0.211 -0.093
C -1.076 3.714 -2.149 0.047 -0.041 0.046
C -0.383 4.832 -1.700 -0.014 -0.043 0.012
C 0.700 4.682 -0.840 -0.039 -0.067 0.002
C 1.073 3.411 -0.421 -0.019 0.103 -0.004
C 0.377 2.300 -0.883 0.004 0.042 -0.005
H -2.840 -0.502 -5.643 0.028 -0.002 0.058
H -3.784 -0.134 -4.191 0.007 -0.040 -0.034
H -2.492 -1.334 -4.117 -0.014 -0.035 -0.019
H -2.571 1.921 -5.848 0.007 -0.008 0.051
H -1.623 2.863 -4.687 -0.057 -0.044 -0.055
H -3.268 2.335 -4.271 0.055 0.021 -0.079
H -0.584 0.362 -5.981 0.003 0.012 0.034
H -0.058 -0.542 -4.555 0.038 0.023 -0.026
H 0.296 1.194 -4.688 0.017 -0.075 -0.007
H -3.545 3.005 -1.321 -0.042 -0.061 0.036
H -5.855 2.902 -0.494 -0.009 -0.037 -0.032
H -7.034 0.728 -0.342 0.030 -0.007 0.016
H -5.837 -1.360 -0.949 0.019 0.040 0.019
H -3.514 -1.257 -1.750 -0.031 0.005 -0.034
H -1.933 3.857 -2.800 0.100 0.039 0.028
H -0.690 5.822 -2.018 0.003 -0.039 0.014
H 1.243 5.554 -0.492 -0.022 -0.035 -0.002
H 1.901 3.281 0.268 -0.049 -0.013 -0.008
H 0.672 1.316 -0.553 0.038 -0.055 0.016
N 3.375 -0.507 -2.421 0.027 0.145 -0.075
N 1.994 -0.176 -2.211 0.572 0.371 0.155
H 3.692 -0.199 -3.334 -0.013 -0.079 -0.126
H 3.462 -1.515 -2.396 -0.020 -0.098 0.071
H 1.410 -0.471 -2.978 -0.154 -0.106 -0.205
H 1.948 0.835 -2.170 -0.074 0.012 0.085
```
Positions in Å, forces in eV/Å.